(1)
Entry from the Open Molecules 2025 dataset: an isolated molecule of C21H28N4O4 (the ωB97M-V functional and the def2-TZVPD basis).

Energy = -36382.6744 eV
ΔE to the lowest compared entry with this formula, charge and spin = 66.0 kcal per mole
Highest occupied orbital energy = -8.286 eV
SMILES string = C=CCNC(=O)NC(=O)COC(=O)/C(C#N)=C/c1cc(C)n(CCC(C)C)c1C
Kohn-Sham gap = 8.02 eV
M = 400.479 g mol⁻¹
Spin multiplicity = 1

Each line ends with the Löwdin charge.
Atoms and positions in Å:
H: 0.037 -7.377 2.604  0.0824
C: -1.438 -0.780 1.665  0.0171
N: -1.026 5.834 -3.242  0.0906
H: 0.354 1.569 -5.149  0.1453
H: -1.531 0.171 -0.879  0.1380
H: 0.995 3.516 -2.356  0.1565
C: 0.962 2.170 -4.464  -0.0623
N: 0.103 -2.241 2.299  -0.0151
C: 1.839 0.162 -1.100  -0.2092
C: 0.470 0.261 -1.402  -0.1292
O: 1.215 1.464 -3.266  -0.0112
H: 2.542 -1.972 0.555  0.0802
H: 1.940 2.361 -4.914  0.1481
H: -1.095 -6.842 3.846  0.0756
O: 0.045 5.433 -1.276  0.0761
H: 2.378 -6.264 2.466  0.0844
C: 0.752 -5.708 3.778  -0.4396
H: 1.836 -3.230 2.833  0.1214
C: -1.719 7.032 -2.823  -0.1778
H: 1.433 -2.347 -0.752  0.0860
C: -2.143 9.039 -4.238  0.0028
H: 0.670 -2.987 4.141  0.1290
C: 0.115 0.990 -2.627  -0.4555
O: -0.393 4.022 -5.142  0.0811
N: 0.403 4.018 -3.009  0.1983
H: -1.804 9.886 -4.810  0.0500
C: 2.231 -5.969 3.503  -0.0735
H: -2.801 6.878 -2.899  0.1240
C: 1.594 -2.457 0.318  -0.0131
H: -2.578 -1.187 4.080  0.0843
H: 2.834 -5.087 3.702  0.0702
N: 2.958 0.140 -0.841  0.1902
C: -0.468 -0.894 0.623  -0.1634
H: 0.336 -7.767 4.297  0.0764
C: -1.301 8.215 -3.643  -0.1665
H: 0.357 -4.937 1.805  0.1180
H: -1.935 -2.827 4.198  0.0743
C: 0.182 -4.639 2.841  -0.1550
C: -1.050 -1.592 2.685  -0.2699
H: -2.287 -0.127 1.654  0.1157
H: -0.232 8.359 -3.721  0.1037
C: 0.774 -3.246 3.084  -0.1260
C: 0.469 -1.836 1.059  -0.1845
C: -0.539 -0.153 -0.582  0.0674
C: -1.673 -1.785 4.022  -0.0225
C: -0.043 -7.003 3.622  -0.0809
H: -1.139 5.501 -4.195  0.1210
H: 0.645 -5.358 4.811  0.1358
C: 0.236 3.498 -4.249  -0.4305
H: 2.594 -6.772 4.140  0.0777
C: -0.207 5.164 -2.427  -0.5169
H: 1.679 -3.517 0.547  0.0729
H: -3.210 8.905 -4.169  0.0548
H: -1.455 7.193 -1.772  0.1242
O: -1.006 1.167 -3.036  0.1319
H: -0.900 -4.584 2.982  0.1131
H: -0.999 -1.463 4.817  0.0841


(2)
Entry from the Open Molecules 2025 dataset: an isolated molecule of C21H28N6O4 (the ωB97M-V functional and the def2-TZVPD basis).

Energy = -39359.2214 eV
ΔE to the lowest compared entry with this formula, charge and spin = 91.6 kcal per mole
Highest occupied orbital energy = -8.605 eV
SMILES string = Cc1[nH]n(-c2ccc([N+](=O)[O-])cc2)c(=O)c1/C=N/CCN1CCN(C(=O)C(C)C)CC1
Kohn-Sham gap = 8.02 eV
M = 428.493 g mol⁻¹
Spin multiplicity = 1

Each line ends with the Löwdin charge.
Atoms and positions in Å:
C: -1.079 1.231 -1.325  -0.3736
H: 0.413 -4.731 -1.691  0.1215
H: 4.196 -1.210 4.419  0.0799
H: 4.104 0.390 3.691  0.0828
H: 0.246 -2.970 -3.418  0.1081
C: -2.053 3.409 -0.519  -0.1604
C: -0.669 -3.281 -2.895  -0.2137
O: 1.894 -1.502 3.500  0.0542
C: -1.745 0.053 -1.842  -0.0703
H: 4.185 -0.581 1.441  0.1266
C: -1.906 6.032 0.359  -0.1584
C: 4.558 -2.622 2.055  -0.0510
H: 2.240 -3.562 -0.270  0.1235
H: -4.839 -0.860 -1.201  0.0898
H: -0.221 -0.727 0.828  0.1215
C: -0.278 -3.893 -1.527  -0.1766
H: -0.006 3.251 0.100  0.1079
N: -1.550 -2.185 -2.639  0.0312
H: -1.240 -2.969 0.728  0.1235
C: 0.259 -1.557 1.356  -0.1100
H: 5.641 -2.547 1.992  0.0803
C: -0.863 3.900 0.032  0.0217
H: -0.021 -1.543 2.410  0.1220
H: 4.190 -3.077 1.138  0.0608
H: 5.582 -0.568 3.520  0.0771
H: -3.935 6.223 -0.278  0.1216
H: -4.811 -0.275 -2.865  0.0928
C: -3.090 5.557 -0.194  0.0093
N: -2.126 2.094 -0.937  0.0340
C: 1.719 -2.720 -0.764  -0.1588
O: 0.102 1.482 -1.205  0.0586
N: 0.283 -2.868 -0.678  -0.1992
O: -0.777 7.781 1.266  0.0814
H: -1.194 -4.030 -3.492  0.1082
H: 0.290 -3.713 1.271  0.1332
N: 1.695 -1.390 1.272  -0.0380
N: -1.834 7.390 0.816  -0.3669
C: -0.791 5.205 0.463  0.0245
H: -4.078 3.906 -1.089  0.1050
N: -3.333 1.497 -1.263  0.1102
C: -3.165 4.255 -0.632  -0.0051
H: 0.074 -0.915 -2.371  0.1237
O: -2.838 8.069 0.726  0.0755
H: -3.755 -1.625 -2.390  0.0648
C: 2.142 -1.403 -0.100  -0.1196
C: 3.943 -1.238 2.281  -0.3400
H: 3.221 -1.291 -0.171  0.1141
C: -0.153 -2.876 0.702  -0.1501
H: 1.662 -0.566 -0.622  0.1123
H: 4.305 -3.275 2.888  0.0913
C: 2.429 -1.389 2.411  -0.4367
C: -4.198 -0.687 -2.064  0.0025
H: -1.186 -4.281 -1.061  0.1164
C: -1.005 -1.086 -2.316  -0.1114
H: 0.118 5.599 0.891  0.1240
C: -3.097 0.239 -1.724  -0.2119
H: -4.163 1.771 -0.758  0.1627
C: 4.496 -0.615 3.560  -0.0684
H: 2.014 -2.705 -1.816  0.1215


(3)
Entry from the Open Molecules 2025 dataset: C21H29 as an isolated structure (the ωB97M-V functional and the def2-TZVPD basis).

Energy = -22237.7792 eV
ΔE to the lowest compared entry with this formula, charge and spin = 36.1 kcal per mole
Highest occupied orbital energy = -11.221 eV
Kohn-Sham gap = 6.14 eV
M = 281.463 g mol⁻¹
Net charge = +1
Spin multiplicity = 1

Each line ends with the Löwdin charge.
Atoms and positions in Å:
C: -2.693 -0.128 -1.919  -0.1937
C: 1.209 -0.218 -1.258  -0.1651
C: 0.161 -0.059 3.566  -0.0574
C: 1.115 -2.197 2.957  -0.0561
H: 5.155 2.713 1.533  0.1305
C: -3.890 -0.217 -0.952  -0.1856
H: -6.915 1.131 -1.431  0.0866
C: 1.886 0.788 -0.597  0.0215
C: 1.848 -1.560 -1.357  0.0034
C: 4.170 -0.104 0.775  -0.0429
H: -0.144 0.954 -2.556  0.1414
C: -5.937 1.063 -1.923  -0.0709
C: -5.266 -0.248 -1.627  -0.3611
H: -3.818 0.652 -0.277  0.1143
H: 2.975 0.852 -0.903  0.1599
C: 0.194 -1.444 3.692  -0.0569
H: 1.070 1.688 2.679  0.1191
H: -5.344 1.920 -1.596  0.0714
H: 4.667 2.921 -0.189  0.1297
H: -1.347 0.720 -0.433  0.1206
C: 5.087 0.842 0.433  -0.0245
H: -0.535 0.537 4.145  0.1127
C: 2.875 0.535 1.042  -0.2661
C: -1.345 -0.118 -1.148  -0.2023
H: 1.167 -3.273 3.037  0.1103
H: -5.359 -2.362 -1.783  0.0612
C: -5.845 -1.409 -1.948  0.0434
H: -0.452 -1.953 4.416  0.1187
H: -2.730 -0.981 -2.618  0.1230
H: 2.830 -1.496 -1.854  0.1211
H: -6.137 1.200 -2.990  0.0834
H: -0.184 -0.802 -2.793  0.1273
C: 3.151 2.040 1.230  -0.1382
H: 1.362 1.704 -0.240  0.1206
H: -1.283 -1.037 -0.547  0.1229
C: -0.101 -0.015 -2.021  -0.1385
C: 1.035 0.595 2.704  -0.0111
H: 6.108 0.645 0.065  0.1262
H: -3.724 -1.117 -0.336  0.1161
C: 1.954 -0.142 1.925  -0.1911
H: 1.200 -2.244 -1.936  0.1029
H: 2.423 2.706 0.755  0.1138
C: 2.014 -1.561 2.101  -0.0292
C: 4.589 2.252 0.696  -0.1431
H: -6.826 -1.438 -2.403  0.0667
H: -2.790 0.778 -2.542  0.1230
H: 3.242 2.245 2.310  0.1377
H: 2.014 -2.004 -0.360  0.0810
H: 2.798 -2.175 1.633  0.1048
H: 4.361 -1.178 0.839  0.1187


Number 2 is which compound?
C21H28N6O4